Entry 1:
{"formula": "C4H6O2", "method": "ωB97M-V/def2-TZVPD", "total_charge": 0, "e_above_lowest_kcal_mol": 67.3, "largest_force_ev_per_a": 0.6, "e_tot_ha": -306.39902, "homo_ev": -9.96, "homo_lumo_gap_ev": 10.98, "e_lumo_ev": 1.014, "species": ["C", "C", "O", "C", "C", "O", "H", "H", "H", "H", "H", "H"], "xyz": [[-1.50, -0.55, -0.65], [-0.45, 0.04, 0.22], [-0.37, 0.06, 1.60], [0.81, -0.36, 0.83], [1.42, 0.81, 0.07], [0.09, 1.27, -0.26], [-1.08, -0.54, -1.66], [-1.78, -1.56, -0.39], [-2.38, 0.10, -0.65], [1.29, -1.24, 1.24], [1.87, 0.46, -0.88], [2.09, 1.53, 0.54]], "mulliken_charge": [-1.1052, 0.9286, -0.4955, -0.2640, -0.4198, -0.4291, 0.2687, 0.3172, 0.3129, 0.4029, 0.2003, 0.2832]}



Entry 2:
{"formula": "C4H6O2", "method": "ωB97M-V/def2-TZVPD", "total_charge": 0, "e_above_lowest_kcal_mol": 116.3, "largest_force_ev_per_a": 0.3, "e_tot_ha": -306.32099, "homo_ev": -9.58, "homo_lumo_gap_ev": 9.12, "e_lumo_ev": -0.458, "species": ["O", "C", "C", "C", "O", "C", "H", "H", "H", "H", "H", "H"], "xyz": [[1.08, 2.33, 0.09], [0.51, 1.23, 0.02], [-0.82, 1.67, 0.07], [-0.87, -1.32, 0.04], [0.36, -1.10, -0.59], [1.15, -0.13, 0.05], [-1.22, 1.95, -0.92], [-1.52, -0.43, 0.04], [-0.74, -1.64, 1.09], [-1.38, -2.11, -0.51], [2.10, -0.06, -0.48], [1.35, -0.39, 1.10]], "mulliken_charge": [-0.5399, 0.7648, -0.5283, -0.6092, -0.3343, -0.3729, 0.2680, 0.2462, 0.3007, 0.2249, 0.3012, 0.2787]}



Entry 3:
{"formula": "C4H6O2", "method": "ωB97M-V/def2-TZVPD", "total_charge": 0, "e_above_lowest_kcal_mol": 72.5, "largest_force_ev_per_a": 1.4, "e_tot_ha": -306.39075, "homo_ev": -9.67, "homo_lumo_gap_ev": 10.68, "e_lumo_ev": 1.009, "species": ["O", "C", "C", "C", "O", "C", "H", "H", "H", "H", "H", "H"], "xyz": [[1.15, 1.51, -0.53], [0.41, 0.41, -0.27], [-1.03, 0.43, 0.16], [-0.99, -1.01, -0.37], [0.25, -0.77, -1.06], [1.63, 0.42, 0.46], [-1.62, 1.09, -0.49], [-1.24, 0.64, 1.21], [-0.91, -1.75, 0.44], [-1.74, -1.31, -1.09], [2.46, -0.08, -0.03], [1.64, 0.43, 1.55]], "mulliken_charge": [-0.5173, 0.9080, -0.4089, -0.3352, -0.4404, -0.6872, 0.2109, 0.2822, 0.2209, 0.2506, 0.2741, 0.2424]}



Entry 4:
{"formula": "C4H6O2", "method": "ωB97M-V/def2-TZVPD", "total_charge": 0, "e_above_lowest_kcal_mol": 68.4, "largest_force_ev_per_a": 0.3, "smiles": "C1O[C@H]1[C@H]1CO1", "e_tot_ha": -306.39722, "homo_ev": -10.50, "homo_lumo_gap_ev": 11.55, "e_lumo_ev": 1.043, "species": ["C", "O", "C", "C", "C", "O", "H", "H", "H", "H", "H", "H"], "xyz": [[1.60, 0.62, 0.08], [1.73, -0.58, 0.84], [0.76, -0.55, -0.20], [-0.67, -0.63, 0.27], [-1.67, 0.36, -0.14], [-1.62, -0.92, -0.75], [1.17, 1.46, 0.62], [2.43, 0.85, -0.58], [0.99, -1.17, -1.07], [-0.81, -1.18, 1.20], [-1.36, 1.19, -0.77], [-2.54, 0.55, 0.50]], "mulliken_charge": [-0.4278, -0.4427, -0.0146, -0.0148, -0.4291, -0.4426, 0.2359, 0.2645, 0.3848, 0.3864, 0.2354, 0.2645]}



Entry 5:
{"formula": "C4H6O2", "method": "ωB97M-V/def2-TZVPD", "total_charge": 0, "e_above_lowest_kcal_mol": 37.6, "largest_force_ev_per_a": 1.2, "smiles": "CC(=O)CC=O", "e_tot_ha": -306.44640, "homo_ev": -9.85, "homo_lumo_gap_ev": 10.23, "e_lumo_ev": 0.381, "species": ["C", "C", "O", "C", "C", "O", "H", "H", "H", "H", "H", "H"], "xyz": [[1.17, 0.23, -0.96], [0.48, 0.70, 0.44], [0.82, 1.73, 0.96], [-0.64, -0.22, 1.15], [-1.39, -0.63, -0.06], [-0.90, -1.36, -0.88], [0.65, -0.28, -1.79], [1.99, -0.45, -0.73], [1.56, 1.15, -1.39], [-0.13, -1.07, 1.63], [-1.29, 0.25, 1.91], [-2.32, -0.06, -0.28]], "mulliken_charge": [-0.9603, 0.4018, -0.4903, -0.3208, 0.0263, -0.4793, 0.3433, 0.2799, 0.3365, 0.2482, 0.2834, 0.3313]}



Entry 6:
{"formula": "C4H6O2", "method": "ωB97M-V/def2-TZVPD", "total_charge": 0, "e_above_lowest_kcal_mol": 85.6, "largest_force_ev_per_a": 1.4, "e_tot_ha": -306.36993, "homo_ev": -9.00, "homo_lumo_gap_ev": 10.14, "e_lumo_ev": 1.147, "species": ["O", "C", "C", "C", "C", "O", "H", "H", "H", "H", "H", "H"], "xyz": [[3.23, 1.00, 0.87], [2.53, 0.10, 0.85], [-0.18, 1.12, -0.60], [-0.90, 0.06, -1.00], [-1.47, 0.05, 0.39], [-0.63, 1.20, 0.70], [1.08, -1.98, 0.25], [0.55, 1.82, -0.98], [0.55, -2.36, -0.12], [-1.02, -0.53, -1.90], [-1.21, -0.80, 1.04], [-2.53, 0.31, 0.50]], "mulliken_charge": [-0.1606, 0.1413, -0.2946, -0.4453, -0.1063, -0.3642, -0.1482, 0.4477, 0.1562, 0.3439, 0.2083, 0.2217]}



Entry 7:
{"formula": "C4H6O2", "method": "ωB97M-V/def2-TZVPD", "total_charge": 0, "e_above_lowest_kcal_mol": 140.8, "largest_force_ev_per_a": 4.1, "smiles": "C=CC(=C)OO", "e_tot_ha": -306.28187, "homo_ev": -9.58, "homo_lumo_gap_ev": 10.42, "e_lumo_ev": 0.838, "species": ["C", "C", "C", "C", "O", "O", "H", "H", "H", "H", "H", "H"], "xyz": [[-1.71, 0.38, 0.78], [0.81, -0.87, -1.44], [-0.73, 0.72, 0.00], [0.27, -0.35, -0.33], [1.88, -0.53, 1.63], [0.78, -1.15, 1.04], [-2.62, 0.99, 0.97], [-1.89, -0.74, 1.09], [1.26, -1.89, -1.41], [0.31, -0.59, -2.31], [-0.41, 1.73, -0.26], [2.69, -0.64, 1.10]], "mulliken_charge": [-0.5004, -0.6657, -0.2351, 0.3123, -0.3821, -0.2479, 0.2818, 0.1808, 0.2898, 0.3411, 0.3002, 0.3251]}



Entry 8:
{"formula": "C4H6O2", "method": "ωB97M-V/def2-TZVPD", "total_charge": 0, "e_above_lowest_kcal_mol": 46.4, "largest_force_ev_per_a": 0.6, "smiles": "O=CC1(O)CC1", "e_tot_ha": -306.43242, "homo_ev": -9.87, "homo_lumo_gap_ev": 10.54, "e_lumo_ev": 0.664, "species": ["O", "C", "C", "C", "C", "O", "H", "H", "H", "H", "H", "H"], "xyz": [[0.02, 1.08, -1.34], [0.17, 0.15, -0.31], [-0.88, -0.93, -0.40], [-0.89, 0.04, 0.74], [1.57, 0.02, 0.23], [2.58, 0.09, -0.42], [0.23, 1.93, -0.94], [-0.65, -1.95, -0.17], [-1.61, -0.78, -1.20], [-0.49, -0.40, 1.66], [-1.64, 0.82, 0.84], [1.60, 0.00, 1.35]], "mulliken_charge": [-0.5315, 0.9255, -0.6462, -0.7438, -0.2053, -0.4352, 0.3672, 0.2360, 0.2561, 0.2403, 0.2885, 0.2485]}



Entry 9:
{"formula": "C4H6O2", "method": "ωB97M-V/def2-TZVPD", "total_charge": 0, "e_above_lowest_kcal_mol": 63.6, "largest_force_ev_per_a": 2.8, "e_tot_ha": -306.40500, "homo_ev": -9.00, "homo_lumo_gap_ev": 10.14, "e_lumo_ev": 1.132, "species": ["C", "C", "C", "C", "O", "O", "H", "H", "H", "H", "H", "H"], "xyz": [[-2.40, 0.81, 0.16], [-1.18, -1.60, 0.05], [-0.38, -0.62, -0.36], [1.24, 1.11, 0.03], [-3.18, 0.30, 0.82], [0.28, 0.24, 0.54], [-1.66, -1.68, 1.06], [-1.64, -2.37, -0.61], [-0.23, -0.47, -1.37], [1.08, 2.18, 0.16], [1.54, 0.82, -0.98], [2.11, 0.94, 0.55]], "mulliken_charge": [0.2000, -0.6152, -0.1263, -0.7207, -0.1925, -0.2738, 0.2613, 0.2272, 0.3753, 0.2372, 0.3240, 0.3034]}



Entry 10:
{"formula": "C4H6O2", "method": "ωB97M-V/def2-TZVPD", "total_charge": 0, "e_above_lowest_kcal_mol": 104.1, "largest_force_ev_per_a": 2.0, "e_tot_ha": -306.34047, "homo_ev": -8.05, "homo_lumo_gap_ev": 8.48, "e_lumo_ev": 0.425, "species": ["C", "C", "C", "C", "O", "O", "H", "H", "H", "H", "H", "H"], "xyz": [[0.25, -0.92, -0.45], [-0.33, 0.06, 1.11], [1.08, 0.61, -1.03], [-0.19, 0.59, -0.19], [-1.53, -0.17, 1.71], [1.06, 0.97, -2.22], [-2.25, 0.31, 1.28], [0.50, 0.00, 1.80], [1.99, 0.66, -0.41], [-0.51, -1.51, -0.96], [1.00, -1.47, 0.09], [-1.08, 0.87, -0.74]], "mulliken_charge": [-0.7516, 0.0896, 0.0334, -0.2161, -0.4907, -0.6723, 0.3380, 0.4197, 0.3267, 0.3087, 0.3518, 0.2628]}



Entry 11:
{"formula": "C4H6O2", "method": "ωB97M-V/def2-TZVPD", "total_charge": 0, "e_above_lowest_kcal_mol": 74.8, "largest_force_ev_per_a": 3.8, "smiles": "CC(=O)[C@H]1CO1", "e_tot_ha": -306.38712, "homo_ev": -10.14, "homo_lumo_gap_ev": 10.99, "e_lumo_ev": 0.850, "species": ["C", "C", "O", "C", "C", "O", "H", "H", "H", "H", "H", "H"], "xyz": [[0.96, -0.90, 0.98], [0.52, 0.47, 0.68], [1.29, 1.30, 1.15], [-0.71, 0.94, 0.00], [-1.01, 0.45, -1.35], [-1.74, 0.00, -0.23], [0.20, -1.71, 1.03], [1.79, -1.23, 0.35], [1.62, -0.24, 1.74], [-1.01, 1.94, 0.30], [-0.36, -0.29, -1.81], [-1.54, 1.12, -2.02]], "mulliken_charge": [-1.0158, 0.4484, -0.5896, 0.1452, -0.3875, -0.4056, 0.2711, 0.3047, 0.3448, 0.3840, 0.2449, 0.2555]}



Entry 12:
{"formula": "C4H6O2", "method": "ωB97M-V/def2-TZVPD", "total_charge": 0, "e_above_lowest_kcal_mol": 109.5, "largest_force_ev_per_a": 11.1, "smiles": "O=C1CC[C@@H]1O", "e_tot_ha": -306.33178, "homo_ev": -9.51, "homo_lumo_gap_ev": 10.21, "e_lumo_ev": 0.693, "species": ["C", "C", "C", "C", "H", "H", "H", "H", "H", "H", "O", "O"], "xyz": [[-0.46, 0.65, 0.18], [-1.26, -0.71, 0.47], [0.21, -1.42, 0.80], [0.75, -0.10, 0.14], [0.19, 1.71, -1.28], [-0.47, 1.29, 1.16], [-1.51, -1.28, -0.59], [-2.09, -0.73, 1.11], [0.22, -1.99, 1.97], [0.35, -2.19, -0.19], [-0.63, 1.22, -0.89], [1.61, 0.36, -0.57]], "mulliken_charge": [0.1376, -0.6664, -0.4591, 0.4340, 0.3667, 0.2384, 0.1977, 0.3632, 0.2983, 0.2103, -0.5073, -0.6134]}